Arrangement P

The following is a quantum chemistry calculation of 2 unconnected molecules or ions with the total composition C4H9O3, from the OMol25 dataset.

Computed properties:
Highest occupied orbital energy, eV: -4.35

```
! RIJCOSX wB97M-V def2-TZVPD def2/J DEFGRID3
* xyz -1 1
C -0.102 1.185 -0.568
C -0.167 2.508 -1.314
O -0.930 1.278 0.582
H -0.456 0.408 -1.198
H 0.897 0.946 -0.212
H 0.221 3.262 -0.650
H -0.582 0.591 1.183
H -1.217 2.769 -1.458
H 0.361 2.586 -2.263
C 0.200 -2.592 0.298
C 0.349 -1.728 1.597
O -0.167 -2.181 2.627
O 1.007 -0.666 1.424
H 1.207 -2.715 -0.088
H -0.370 -2.091 -0.475
H -0.251 -3.558 0.515
*
```

***

Arrangement Q

The following is a quantum chemistry calculation of 2 unconnected molecules or ions with the total composition C4H9O3, from the OMol25 dataset.

Computed properties:
Highest occupied orbital energy, eV: -2.46

```
! RIJCOSX wB97M-V def2-TZVPD def2/J DEFGRID3
* xyz -1 1
C -0.036 0.429 -0.073
O -1.338 0.827 -0.048
C 0.486 0.366 -1.526
C -0.529 -0.395 -2.386
H 0.117 -0.577 0.383
H 0.631 1.082 0.544
H 1.479 -0.094 -1.585
H 0.567 1.402 -1.886
H -0.329 -0.357 -3.461
H -1.496 0.047 -2.143
H -0.590 -1.433 -2.028
O 1.474 -0.176 2.508
C 0.411 -0.344 3.063
O -0.763 -0.785 2.510
H 0.370 -0.096 4.137
H -0.455 0.104 1.993
*
```

***

arrangement P (82.4 kcal/mol below the next structure)

***

Arrangement P

The following is a quantum chemistry calculation of 2 unconnected molecules or ions with the total composition C4H9O3, from the OMol25 dataset.

Computed properties:
Highest occupied orbital energy, eV: -3.88

```
! RIJCOSX wB97M-V def2-TZVPD def2/J DEFGRID3
* xyz -1 1
C -0.430 0.984 -0.230
O -0.810 0.296 0.884
C 0.576 0.202 -1.138
C 0.565 -1.325 -1.024
C 1.080 -1.872 0.290
O 1.746 -2.870 0.449
H -1.314 1.161 -0.887
H 0.078 1.927 0.039
H 0.326 0.479 -2.180
H 1.616 0.529 -1.143
H 1.168 -1.792 -1.807
H -0.486 -1.641 -0.982
H 0.699 -1.250 1.129
H -1.323 2.436 2.329
H -1.491 1.007 1.807
O -1.999 1.729 2.466
*
```

***

Arrangement Q

The following is a quantum chemistry calculation of a molecular structure, C4H9O3, from the OMol25 dataset.

Computed properties:
Highest occupied orbital energy, eV: -4.10

```
! RIJCOSX wB97M-V def2-TZVPD def2/J DEFGRID3
* xyz -1 1
O -2.655 -0.778 -0.730
C -2.118 0.424 -0.660
C -0.680 0.485 -0.238
C -0.195 -0.578 0.499
C 0.984 -0.364 1.450
O 2.095 0.205 0.944
H -2.574 1.023 0.184
H -2.261 1.065 -1.568
H -0.191 1.445 -0.189
H -0.024 -0.466 -0.730
H -0.826 -1.409 0.799
H 1.170 -1.317 1.986
H 0.464 0.279 2.206
H 1.823 0.137 -1.964
H 2.380 0.025 -0.491
O 2.609 -0.176 -1.499
*
```

***

Arrangement R

The following is a quantum chemistry calculation of 2 unconnected molecules or ions with the total composition C4H9O3, from the OMol25 dataset.

Computed properties:
Highest occupied orbital energy, eV: -4.56

```
! RIJCOSX wB97M-V def2-TZVPD def2/J DEFGRID3
* xyz -1 1
C -1.489 -1.429 0.813
C -3.000 -1.334 0.935
O -0.952 -0.136 1.038
H -1.117 -2.045 1.672
H -1.125 -2.012 -0.035
H -3.302 -0.317 1.162
H -0.425 0.095 0.212
H -3.401 -1.886 1.800
H -3.569 -1.753 0.094
C 1.803 1.191 0.508
C 1.487 0.709 -0.938
O 2.453 0.620 -1.698
O 0.245 0.631 -1.213
H 2.462 0.502 1.114
H 1.019 1.463 1.214
H 2.551 2.001 0.477
*
```

***

arrangement R (29.9 kcal/mol below the next structure)

***

Arrangement P

The following is a quantum chemistry calculation of a gas-phase ion, C4H5N2 (charge +1), from the OMol25 dataset.

Computed properties:
Highest occupied orbital energy (alpha / beta), eV: -14.07 / -14.07

```
! RIJCOSX wB97M-V def2-TZVPD def2/J DEFGRID3
* xyz 1 1
C -0.476 0.228 1.996
C -1.205 -2.003 0.363
C -0.049 0.225 0.742
C 0.449 0.464 -0.533
N -1.197 -0.928 2.393
N -1.079 -1.712 1.483
H -0.211 0.924 2.848
H -1.271 -2.864 -0.240
H -0.131 -0.218 -1.206
H 1.549 0.273 -0.743
H 0.067 1.426 -0.768
*
```

***

Arrangement Q

The following is a quantum chemistry calculation of a molecular structure, C4H5N2, from the OMol25 dataset.

Computed properties:
Highest occupied orbital energy, eV: -15.59

```
! RIJCOSX wB97M-V def2-TZVPD def2/J DEFGRID3
* xyz 1 1
C 3.007 -0.200 2.144
C -1.601 0.238 0.032
C -0.923 1.051 -1.009
C -0.369 0.047 -1.622
N 2.177 -0.586 1.463
N -1.334 -0.827 -0.618
H 0.026 -0.387 -2.502
H 3.925 0.077 2.776
H -2.355 0.277 0.852
H -0.549 1.987 -1.037
H -2.003 -1.678 -0.481
*
```

***

Arrangement R

The following is a quantum chemistry calculation of a gas-phase ion, C4H5N2 (charge +1), from the OMol25 dataset.

Computed properties:
Highest occupied orbital energy, eV: -13.99

```
! RIJCOSX wB97M-V def2-TZVPD def2/J DEFGRID3
* xyz 1 1
C 1.181 -1.724 0.872
C 0.338 -0.887 0.942
N -0.650 0.030 0.789
C -0.541 1.314 0.181
C -0.041 0.818 -1.013
N 0.415 0.266 -1.960
H 1.858 -2.537 1.040
H -1.557 -0.499 0.573
H -1.441 1.949 -0.035
H 0.086 2.011 0.914
H 0.353 -0.741 -2.302
*
```

***

arrangement R (11.9 kcal/mol below the next structure)

***

Arrangement P

The following is a quantum chemistry calculation of 2 unconnected molecules or ions with the total composition H2N2O3, from the OMol25 dataset.

Computed properties:
Highest occupied orbital energy (alpha / beta), eV: -10.15 / -10.15

```
! RIJCOSX wB97M-V def2-TZVPD def2/J DEFGRID3
* xyz 0 1
O 0.954 1.203 0.707
N -0.021 1.343 -0.042
N -0.778 0.721 -0.681
O -1.762 0.642 -1.317
O 0.248 -1.205 0.269
H 0.855 -0.599 0.791
H 0.504 -2.104 0.273
*
```

***

Arrangement Q

The following is a quantum chemistry calculation of 2 unconnected molecules or ions with the total composition H2N2O3, from the OMol25 dataset.

Computed properties:
Highest occupied orbital energy, eV: -10.10

```
! RIJCOSX wB97M-V def2-TZVPD def2/J DEFGRID3
* xyz 0 1
N -2.657 -0.542 1.071
N -2.690 0.041 0.149
O -2.812 0.620 -0.845
O -0.105 -0.307 -0.878
O -0.155 0.329 0.382
H 0.303 0.450 -1.469
H -0.386 -0.388 0.957
*
```

***

Arrangement R

The following is a quantum chemistry calculation of a single H2N2O3 molecule, from the OMol25 dataset.

Computed properties:
Highest occupied orbital energy, eV: -10.48

```
! RIJCOSX wB97M-V def2-TZVPD def2/J DEFGRID3
* xyz 0 1
O -1.791 0.783 0.010
N -0.967 -0.070 0.025
O -1.056 -1.271 0.058
N 0.344 0.456 -0.032
O 1.442 -0.332 -0.161
H 0.356 1.297 -0.526
H 1.672 -0.863 0.626
*
```

***

arrangement Q (5.2 kcal/mol below the next structure)

***

Arrangement P

The following is a quantum chemistry calculation of a gas-phase ion, C5H8NS (charge +1), from the OMol25 dataset.

Computed properties:
Highest occupied orbital energy, eV: -14.21

```
! RIJCOSX wB97M-V def2-TZVPD def2/J DEFGRID3
* xyz 1 1
C -0.170 0.968 0.104
C -1.353 -0.140 1.817
C 0.026 2.240 0.305
C 1.413 -1.264 -0.786
C 0.146 -1.460 -1.527
N -0.897 -0.070 0.669
S 0.758 0.296 -1.352
H -1.986 -1.036 2.045
H -1.074 0.538 2.788
H -0.608 2.757 0.906
H 0.538 2.793 -0.448
H 2.384 -1.518 -1.288
H 1.409 -1.238 0.243
H 0.233 -1.539 -2.563
H -0.820 -1.326 -0.912
*
```

***

Arrangement Q

The following is a quantum chemistry calculation of a gas-phase ion, C5H8NS (charge +1), from the OMol25 dataset.

Computed properties:
Highest occupied orbital energy, eV: -14.03

```
! RIJCOSX wB97M-V def2-TZVPD def2/J DEFGRID3
* xyz 1 1
C -2.196 0.639 0.227
N -1.064 0.119 0.273
C 0.208 0.796 0.253
C 1.244 -0.239 0.065
C 0.393 -1.347 -0.724
C -0.935 -1.332 -0.196
S -2.178 -2.329 -0.046
H -2.218 1.718 0.420
H -2.986 -0.079 0.130
H 0.446 1.341 1.236
H 0.131 1.593 -0.506
H 1.628 -0.661 0.952
H 2.116 -0.099 -0.525
H 0.661 -2.322 -0.679
H 0.320 -1.056 -1.810
*
```

***

arrangement Q (38.7 kcal/mol below the next structure)

***

Arrangement P

The following is a quantum chemistry calculation of a gas-phase ion, C7H8N (charge +1), from the OMol25 dataset.

Computed properties:
Highest occupied orbital energy (alpha / beta), eV: -13.07 / -13.07

```
! RIJCOSX wB97M-V def2-TZVPD def2/J DEFGRID3
* xyz 1 1
C -1.965 -2.187 -1.493
C -1.131 -1.943 -0.651
C -0.104 -1.372 0.078
C 0.362 -2.005 1.289
C -0.023 -0.819 1.875
C 0.100 0.050 0.369
C -0.797 1.136 -0.046
N 1.530 0.559 0.156
H -2.828 -2.684 -1.801
H 0.568 -3.016 1.582
H -0.198 1.850 -0.702
H -1.259 1.850 0.759
H -1.624 0.879 -0.599
H 1.802 1.322 0.753
H 1.507 0.988 -0.812
H 2.213 -0.216 0.277
*
```

***

Arrangement Q

The following is a quantum chemistry calculation of a gas-phase ion, C7H8N (charge +1), from the OMol25 dataset.

Computed properties:
Highest occupied orbital energy, eV: -14.00

```
! RIJCOSX wB97M-V def2-TZVPD def2/J DEFGRID3
* xyz 1 1
C 2.842 -0.435 0.077
N 1.458 -0.166 0.376
C 0.576 -0.785 -0.591
C -0.644 0.259 -0.180
C -1.978 0.515 -0.156
C -2.941 -0.332 0.724
C -3.100 -0.425 -0.530
C 0.571 0.878 -0.289
H 3.003 -0.362 -1.069
H 3.505 0.222 0.712
H 2.999 -1.524 0.290
H 1.255 0.083 1.405
H -2.215 1.498 -0.163
H -2.952 -0.543 1.735
H -3.358 -0.666 -1.581
H 0.979 1.784 -0.760
*
```

***

Arrangement R

The following is a quantum chemistry calculation of a molecular structure, C7H8N, from the OMol25 dataset.

Computed properties:
Highest occupied orbital energy, eV: -14.28

```
! RIJCOSX wB97M-V def2-TZVPD def2/J DEFGRID3
* xyz 1 1
C -1.923 -0.856 -0.319
C -0.893 -1.500 0.580
C -1.254 1.533 -0.736
C -1.506 1.547 0.563
C -0.935 0.023 -0.780
C -1.262 0.054 0.747
C 0.072 -0.479 0.103
N 3.017 -0.270 0.021
H -2.990 -0.917 -0.478
H -0.714 -2.451 1.227
H -1.055 2.244 -1.559
H -1.744 2.187 1.408
H 1.171 -0.180 0.004
H 3.947 0.212 0.359
H 2.846 0.118 -0.903
H 3.224 -1.266 -0.236
*
```

***

arrangement P (12.8 kcal/mol below the next structure)